No. 1
Here is 2 unconnected molecules or ions with the total composition C2H3NO3 from the OMol25 dataset. Energies are from ωB97M-V with the def2-TZVPD basis set.

## Properties
- SMILES = [H]/N=C/O.O=C=O
- energy relative to the best compared isomer or geometry (same formula, charge and spin) (kJ/mol) = 87.8
- E_HOMO (eV) = -10.25

Geometry as ORCA input:
```
! RIJCOSX wB97M-V def2-TZVPD def2/J DEFGRID3
* xyz 0 1
O -0.63 -1.10 -0.67
O 3.16 -0.11 -0.65
O 1.42 0.38 0.75
N -1.29 0.94 -0.06
C -1.31 -0.32 0.19
C 2.33 0.08 0.09
H -1.77 1.50 0.61
H -0.07 -0.64 -1.35
H -1.85 -0.73 1.09
*
```

***

No. 2
Here is a molecular structure, C19H25N4OP2SW from the OMol25 dataset. Energies are from ωB97M-V with the def2-TZVPD basis set.

## Properties
- energy relative to the best compared isomer or geometry (same formula, charge and spin) (kJ/mol) = 89.7
- E_HOMO (eV) = -16.62

Geometry as ORCA input:
```
! RIJCOSX wB97M-V def2-TZVPD def2/J DEFGRID3
* xyz 3 1
W 0.01 0.10 0.46
S -3.07 1.16 0.80
P 2.42 0.23 -0.24
P 0.12 2.50 -0.06
O -0.19 -0.22 4.71
N -2.04 -0.17 0.46
N -3.80 -1.70 0.26
N -0.23 -1.98 0.17
N 0.20 -0.06 2.37
C 0.00 -0.14 3.58
C 1.83 2.98 -0.58
C -6.98 0.98 -0.18
C 0.77 -2.88 0.09
C 2.92 -0.24 -1.93
C -6.14 -1.27 -0.16
C -1.78 -3.81 0.10
C -0.83 4.03 0.05
C -5.70 1.47 0.11
C 3.64 -0.58 0.84
C -1.50 -2.46 0.19
C -2.52 -1.41 0.32
C -0.53 1.60 -1.57
C -4.67 0.58 0.29
C 0.57 -4.24 0.03
C 2.87 2.01 -0.02
C -7.19 -0.38 -0.31
C -4.88 -0.79 0.15
C -0.73 -4.72 0.02
H 3.66 -1.66 0.71
H -7.80 1.68 -0.29
H -0.03 1.90 -2.48
H -1.88 3.84 0.23
H 2.96 2.15 1.06
H 1.77 -2.47 0.08
H -0.71 4.60 -0.87
H -1.60 1.77 -1.67
H 4.63 -0.19 0.58
H 1.41 -4.92 -0.02
H -4.07 -2.68 0.19
H -0.37 0.48 -1.48
H -5.54 2.53 0.23
H 3.43 -0.35 1.88
H -8.18 -0.75 -0.55
H 3.85 2.20 -0.46
H -2.79 -4.18 0.11
H 2.23 0.12 -2.69
H -0.44 4.62 0.89
H 2.03 3.99 -0.20
H 1.87 3.04 -1.66
H -6.31 -2.33 -0.27
H -0.93 -5.78 -0.04
H 3.91 0.16 -2.13
H 2.97 -1.33 -2.00
*
```

***

No. 3
Here is 2 unconnected molecules or ions with the total composition C5H8OS from the OMol25 dataset. Energies are from ωB97M-V with the def2-TZVPD basis set.

## Properties
- SMILES = C#CC=C.CSO
- energy relative to the best compared isomer or geometry (same formula, charge and spin) (kJ/mol) = 424.9
- E_HOMO (eV) = -8.32

Geometry as ORCA input:
```
! RIJCOSX wB97M-V def2-TZVPD def2/J DEFGRID3
* xyz 0 1
S 0.93 -0.05 -2.17
O 1.64 0.68 -0.94
C -0.46 -0.99 1.25
C -0.75 -1.05 0.07
C -1.10 -0.69 3.58
C -0.22 -0.71 2.60
C 0.48 1.24 -3.31
H -2.12 -1.10 3.47
H -0.66 -1.33 -0.92
H 0.75 2.25 -2.86
H 1.25 1.03 -4.18
H 0.82 -0.83 2.86
H -0.57 1.24 -3.72
H 0.90 0.72 -0.27
H -0.89 -0.42 4.55
*
```